1.
The following is a quantum chemistry calculation of a structure of composition C19H26CaCl5F6MgN2O12PS at a distorted geometry, from OMol25.

```
74
Properties=species:S:1:pos:R:3:forces:R:3:mulliken_charge:R:1
C -0.923503 -1.857895 -2.641344 -1.372 -0.102 -1.692 -1.4093
C -1.283469 -0.392012 -3.241089 1.181 0.358 0.871 -0.4807
C -2.113986 0.566290 -2.252042 0.282 0.235 -0.034 -0.0382
C -2.966477 -0.194197 -1.126157 0.022 -0.126 0.067 -0.0023
O -4.215477 0.500202 -0.767836 -0.264 -0.365 -2.314 -0.4509
C -5.120924 0.456163 -1.866932 -1.124 0.340 -1.447 0.1966
C -5.382188 1.808154 -2.621448 -2.157 -2.950 -1.812 -0.3110
C -6.336258 1.831757 -3.870892 0.658 -3.439 1.764 -0.4080
C -7.014587 0.497009 -4.353815 2.545 -0.125 3.426 -0.5259
C -6.716211 -0.763308 -3.519538 1.391 0.382 1.340 0.1515
C -5.795441 -0.879824 -2.272339 0.142 4.459 -1.877 0.4952
C -5.713914 -2.342846 -1.660485 0.149 0.536 -0.010 0.3124
O -5.086854 -2.816069 -0.690999 -2.116 1.854 -3.435 -0.5704
N -6.660217 -3.089838 -2.520537 -0.068 1.645 1.432 -0.2859
C -7.177076 -2.278591 -3.668871 -1.376 -1.121 -1.975 0.2327
O -7.828559 -2.867661 -4.561370 2.290 2.733 3.242 -0.5300
H -1.876358 -2.504192 -2.735642 1.766 0.841 0.696 0.3543
H -0.577242 -1.858803 -1.538407 -2.172 -1.061 -1.623 0.7006
H -0.168748 -2.336497 -3.369996 -0.769 0.518 1.495 0.0658
H -1.780378 -0.529077 -4.259973 0.735 0.006 1.511 0.3898
H -0.268112 0.142893 -3.428228 -1.596 -0.524 -0.079 0.3450
H -1.366238 1.245396 -1.703562 -1.004 -0.801 -0.864 0.1058
H -2.737810 1.269589 -2.918576 0.767 -1.205 1.245 0.2099
H -2.348228 -0.207474 -0.159014 -1.073 -0.035 -1.246 0.0879
H -3.272557 -1.261912 -1.387301 0.657 1.354 0.222 -0.0315
H -4.904734 2.800868 -2.304589 -0.676 -1.917 -0.287 0.4326
H -6.518157 2.804383 -4.456847 0.349 -1.740 1.148 0.3370
H -7.692710 0.418727 -5.260747 1.055 0.219 1.419 0.3985
H -7.440284 -3.228979 -1.839155 0.421 -0.787 -1.066 0.3216
Ca 1.029361 -0.918439 -1.284046 2.540 3.386 -0.612 1.3452
C 1.977874 3.045660 -1.646835 0.451 0.805 1.308 0.6755
O 1.838652 3.524418 -0.493971 -0.778 -1.240 -0.028 -0.7023
O 2.849087 3.760198 -2.389894 -0.245 0.123 -0.033 -0.4566
O 1.446125 2.040128 -2.186341 -0.880 -2.217 0.123 -0.6390
H 3.016702 4.393013 -1.665145 0.807 0.370 -0.757 0.3236
C 1.054424 2.529427 3.015420 -1.088 1.604 0.527 -0.2545
Cl -0.474617 2.766761 2.164104 0.210 -0.164 -0.096 -0.1264
Cl 2.027709 1.257042 2.242476 0.133 -1.081 -0.419 0.0233
H 1.616398 3.461685 3.001689 0.074 -0.283 -0.215 0.2293
H 0.848953 2.235860 4.049286 0.536 -0.319 0.336 0.3572
O 1.744836 2.532754 5.725309 0.197 0.684 -0.733 -0.8268
H 2.120887 1.919625 6.362324 -0.147 0.482 -0.364 0.3643
C -0.525859 -2.144003 6.484057 -0.226 -0.515 0.263 -0.3282
C -0.743106 -1.503816 7.846520 -0.511 0.383 -0.272 -0.3676
O 0.568109 -1.295377 8.370681 0.590 -0.328 -0.671 -0.3120
S 1.587554 -0.992600 7.144623 -0.043 0.242 0.230 1.0265
O 1.745069 0.426534 7.030726 0.065 -2.372 0.623 -0.5239
O 2.696801 -1.892919 7.244827 -0.635 0.757 -0.047 -0.5635
O 0.621738 -1.491899 5.938936 0.275 0.466 0.548 -0.2585
H -0.298821 -3.209627 6.580170 -0.057 0.041 0.022 0.2802
H -1.385827 -2.014732 5.825876 0.226 0.153 -0.049 0.3086
H -1.328610 -2.135657 8.514402 0.291 0.020 0.066 0.3135
H -1.228189 -0.527949 7.751376 -0.031 -0.086 -0.029 0.3019
C 0.724806 -4.350130 -5.760335 0.171 0.087 -0.463 0.0220
Cl -0.860875 -3.564801 -5.682734 -0.013 -0.090 -0.030 -0.1137
Cl 1.673969 -3.700317 -7.100298 -0.181 -0.139 0.303 -0.0786
Cl 1.595991 -4.154269 -4.228882 0.070 -0.086 0.030 -0.1353
H 0.571463 -5.413830 -5.932303 0.012 0.209 0.121 0.3317
F 4.866974 -1.009629 -3.506874 -0.365 -2.758 -0.687 -0.3483
P 5.860033 0.224579 -3.185297 1.194 1.026 -0.807 0.8910
F 6.158104 0.267796 -4.764149 -0.363 -1.798 -2.067 -0.3346
F 6.570621 0.529726 -1.771952 -0.584 1.088 2.537 -0.3037
F 4.481012 0.632858 -2.459474 -1.814 1.737 1.481 -0.2089
F 6.035580 1.785343 -3.506583 0.296 1.915 1.449 -0.3122
F 7.033491 -0.871336 -3.092993 1.101 -1.738 -1.422 -0.3377
Mg 4.026432 0.128335 1.375974 0.982 1.238 -0.239 0.8133
C 6.422778 2.350180 5.620534 -0.075 -0.296 -0.800 -0.7194
C 6.216048 1.755555 4.262165 -0.407 -0.953 -2.233 0.3478
N 6.053278 1.288597 3.191899 -0.040 1.119 3.030 -0.4363
H 6.262134 1.589564 6.386076 -0.032 0.007 -0.167 0.2614
H 7.440793 2.733771 5.706179 -0.081 -0.079 -0.125 0.3146
H 5.718015 3.168700 5.777052 -0.022 -0.133 -0.134 0.2717
O 5.625928 3.258948 -0.297782 -0.801 -0.153 0.075 -0.4275
H 6.004848 2.652020 0.340908 0.557 -0.296 0.308 0.2195
```
Positions in Å, forces in eV/Å.

The HOMO energy is -7.03 eV. The value obtained for the relative energy (zero: lowest compared OMol25 entry of this formula, charge and spin) is 7.054 eV. The net charge is 0. The value obtained for the energy is -6268.8306 Ha. The HOMO-LUMO gap comes out at 2.32 eV. Its spin multiplicity is 1.

***

2.
The following is a quantum chemistry calculation of the molecule C20H21N3O6S at a distorted geometry, from OMol25.

```
51
Properties=species:S:1:pos:R:3:forces:R:3:mulliken_charge:R:1
C 2.110291 -6.781298 -4.799099 0.065 0.059 -0.246 -0.8331
O 1.735793 -7.055793 -3.468891 -0.102 -0.018 0.339 -0.4575
C 1.361028 -6.031479 -2.668461 -0.097 0.155 0.227 0.9588
C 1.004541 -6.374735 -1.358661 0.078 -0.074 -0.213 -0.6008
C 0.609334 -5.407978 -0.468113 0.006 0.187 -0.091 -0.5083
C 0.566344 -4.058353 -0.840270 0.130 -0.348 -0.367 0.2958
C 0.136772 -3.065067 0.146576 0.032 0.434 0.085 0.9699
N -0.510151 -3.509827 1.185372 -0.301 0.031 0.670 -0.6654
S -1.213905 -2.489886 2.204323 0.000 0.624 -0.177 1.1939
O -2.431137 -1.971268 1.655003 0.117 -0.129 -0.122 -0.6632
O -1.243315 -3.009218 3.528875 0.223 -0.104 0.085 -0.6839
N -0.140752 -1.136047 2.223073 -0.505 -0.999 -0.378 -0.0891
C -0.002361 -0.363313 3.428630 -0.158 0.191 0.611 -0.8839
C 0.387709 -0.806504 1.031667 0.390 -0.408 -0.526 0.3050
C 0.855928 0.619661 0.821837 -0.221 -0.038 0.058 0.1715
O 1.996270 0.914105 0.545725 0.084 -0.078 -0.019 -0.6391
N -0.192358 1.469901 0.953209 -0.361 -0.161 0.089 0.0349
C -0.222472 2.864696 0.797245 0.337 0.501 -0.086 -0.0073
C 0.907741 3.619529 0.545071 0.009 -0.353 0.035 -1.1696
C 0.796584 4.996955 0.410704 -0.318 0.336 0.012 -0.4497
C -0.426005 5.634211 0.524497 -0.048 0.033 0.002 0.7826
O -0.632581 6.973585 0.407641 -0.252 -0.296 0.071 -0.4145
C 0.474894 7.798373 0.143506 0.176 0.113 -0.039 -0.9317
C -1.583094 4.860995 0.783477 0.068 0.161 -0.023 0.6538
O -2.744164 5.558874 0.881745 0.427 0.053 -0.072 -0.4290
C -3.934035 4.852701 1.132060 -0.200 -0.133 0.044 -0.9053
C -1.466436 3.490868 0.916216 -0.092 0.089 0.003 -0.2951
C 0.494141 -1.694374 0.001623 0.070 0.430 -0.163 -0.6620
C 0.915661 -3.724856 -2.147034 -0.100 0.007 0.383 -0.8826
C 1.303326 -4.693897 -3.053157 0.126 -0.250 -0.314 -0.5677
H 2.978388 -6.116456 -4.842281 -0.043 -0.016 0.009 0.3386
H 1.283954 -6.341005 -5.365552 0.035 -0.006 0.032 0.3388
H 2.372193 -7.743944 -5.234925 -0.012 0.099 -0.006 0.2413
H 1.047954 -7.414251 -1.075023 0.005 -0.116 0.055 0.4215
H 0.328446 -5.663455 0.540692 -0.018 -0.119 0.088 0.4722
H 0.977568 0.112475 3.469264 -0.041 -0.070 -0.019 0.3602
H -0.112379 -1.068329 4.251929 0.120 0.186 0.093 0.3517
H -0.783082 0.397391 3.515310 0.072 -0.023 0.039 0.3145
H -1.094411 1.045442 1.130241 0.168 -0.044 -0.042 0.1580
H 1.867726 3.143123 0.449953 0.035 -0.018 -0.003 0.5348
H 1.690871 5.564923 0.213580 0.060 0.104 -0.021 0.3761
H 0.078688 8.810985 0.088253 0.079 -0.054 -0.006 0.2273
H 0.949720 7.543343 -0.809701 -0.009 -0.003 0.040 0.3669
H 1.218723 7.744476 0.945347 -0.020 -0.012 -0.035 0.3669
H -4.153964 4.135402 0.334393 0.023 0.019 0.032 0.3542
H -3.898624 4.328758 2.093097 0.012 0.010 -0.041 0.3584
H -4.719551 5.605758 1.163559 0.021 -0.095 0.008 0.2278
H -2.337208 2.883735 1.111652 -0.148 -0.012 0.021 0.4606
H 0.972906 -1.350801 -0.899382 0.041 0.048 -0.022 0.4143
H 0.862738 -2.702383 -2.486223 0.015 0.110 -0.022 0.2984
H 1.555752 -4.395752 -4.058573 0.022 -0.005 -0.081 0.3898
```
Positions in Å, forces in eV/Å.

The HOMO energy is -8.02 eV. The value obtained for the relative energy (zero: lowest compared OMol25 entry of this formula, charge and spin) is 1.569 eV. The net charge is 0. The value obtained for the energy is -1788.5816 Ha. The HOMO-LUMO gap comes out at 7.53 eV. Its spin multiplicity is 1. The SMILES is COc1ccc(C2=NS(=O)(=O)N(C)C(C(=O)Nc3ccc(OC)c(OC)c3)=C2)cc1.

***

3.
The following is a quantum chemistry calculation of a cluster of 2 separate species, H4O2 in total, from OMol25.

```
6
Properties=species:S:1:pos:R:3:forces:R:3:mulliken_charge:R:1
O 0.006363 0.074198 -1.748190 0.027 0.067 -0.413 -0.6423
H 0.268303 -0.371842 -0.942790 0.199 -0.076 0.447 0.3453
H -0.896507 0.348648 -1.587780 -0.190 0.074 -0.020 0.3008
O 0.444213 -0.284702 1.268890 0.082 -0.245 -0.173 -0.6599
H 0.667723 0.602388 1.550600 0.145 0.265 0.027 0.3313
H -0.490097 -0.368692 1.459270 -0.263 -0.085 0.132 0.3248
```
Positions in Å, forces in eV/Å.

The HOMO energy is -11.17 eV. The value obtained for the relative energy (zero: lowest compared OMol25 entry of this formula, charge and spin) is 0.082 eV. The net charge is 0. The value obtained for the energy is -152.8719 Ha. The HOMO-LUMO gap comes out at 11.81 eV. Its spin multiplicity is 1. The SMILES is O.O.

***

4.
The following is a quantum chemistry calculation of a cluster of 3 separate species, C7H10ClF7NO10S3 in total, from OMol25.

```
39
Properties=species:S:1:pos:R:3:forces:R:3:mulliken_charge:R:1
O -3.376131 1.277915 2.513333 -0.060 0.352 -0.170 -0.5738
S -2.299433 0.636051 1.870144 -0.654 -0.179 0.218 1.2147
O -2.036398 -0.741735 1.955148 0.864 -0.125 0.325 -0.4220
N -2.745807 0.725628 0.049884 0.293 0.566 0.493 -0.3419
Cl -3.057731 2.284831 -0.606880 -0.045 -0.093 -0.031 0.1017
C -0.746009 1.717639 2.137894 -0.040 -0.298 -0.293 0.5131
F -0.532918 2.493810 1.083071 -0.033 0.036 -0.241 -0.2279
F -1.059611 2.446510 3.179868 0.005 0.072 0.260 -0.2125
C 0.520940 0.862522 2.436144 0.088 0.188 -0.401 0.5803
F 0.274547 0.030139 3.429585 -0.259 -0.392 0.259 -0.2464
F 1.437335 1.740984 2.825917 0.428 0.338 0.141 -0.2515
C 1.076633 0.096465 1.179694 0.187 -0.401 -0.029 0.7478
F 2.060289 0.785553 0.612778 -0.301 -0.195 0.147 -0.2544
F 1.509531 -1.111934 1.521709 -0.288 0.657 -0.249 -0.2298
F 0.084055 -0.033273 0.254518 0.275 -0.076 0.180 -0.2431
H -3.620427 0.165592 0.004550 -0.054 -0.145 -0.305 0.4130
H -2.048465 0.225746 -0.510578 0.035 0.110 -0.023 0.4581
C -3.661622 -4.556790 -1.474757 -0.087 -0.253 0.142 -0.3095
C -5.138061 -4.257157 -1.637759 0.045 -0.044 -0.329 -0.3727
O -5.381718 -3.242580 -0.630823 -0.095 0.041 0.048 -0.3072
S -4.122685 -2.331359 -0.461924 0.083 -0.500 0.313 1.3562
O -4.245009 -1.106180 -1.196588 -0.079 0.218 -0.327 -0.7790
O -3.793782 -2.181490 0.910466 -0.364 -0.267 -0.094 -0.5725
O -3.084973 -3.253886 -1.204720 -0.014 0.111 -0.170 -0.3022
H -3.463217 -5.203498 -0.621108 -0.010 0.018 0.017 0.3100
H -3.204544 -4.970773 -2.367410 0.078 0.169 -0.047 0.3123
H -5.779061 -5.110174 -1.442999 -0.048 0.069 0.188 0.3179
H -5.368221 -3.835385 -2.615450 0.004 0.014 0.000 0.3125
C 4.928086 1.524492 -0.768566 0.114 -0.077 0.234 -0.1674
C 4.900981 2.983441 -0.352911 -0.210 0.080 -0.177 -0.3256
O 6.244565 3.419919 -0.567634 0.036 -0.042 0.188 -0.3243
S 6.878799 2.670447 -1.829137 0.038 0.010 -0.028 1.0826
O 6.752594 3.475470 -2.987123 -0.010 -0.001 -0.059 -0.5157
O 8.126294 2.130205 -1.438181 0.050 0.017 0.023 -0.5178
O 5.779971 1.508814 -1.915440 -0.140 -0.004 -0.099 -0.3434
H 5.367349 0.892848 0.006391 -0.014 0.019 0.022 0.3144
H 3.951426 1.140389 -1.046985 0.036 0.003 -0.165 0.1909
H 4.639453 3.128868 0.691597 0.164 0.031 0.043 0.2798
H 4.232972 3.571936 -0.985719 -0.020 -0.028 -0.005 0.3355
```
Positions in Å, forces in eV/Å.

The HOMO energy is -12.85 eV. The value obtained for the relative energy (zero: lowest compared OMol25 entry of this formula, charge and spin) is 0.000 eV. The net charge is +1. The value obtained for the energy is -3433.3027 Ha. The HOMO-LUMO gap comes out at 8.36 eV. Its spin multiplicity is 1.

***

Copy entry 3 word for word.
The following is a quantum chemistry calculation of a cluster of 2 separate species, H4O2 in total, from OMol25.

```
6
Properties=species:S:1:pos:R:3:forces:R:3:mulliken_charge:R:1
O 0.006363 0.074198 -1.748190 0.027 0.067 -0.413 -0.6423
H 0.268303 -0.371842 -0.942790 0.199 -0.076 0.447 0.3453
H -0.896507 0.348648 -1.587780 -0.190 0.074 -0.020 0.3008
O 0.444213 -0.284702 1.268890 0.082 -0.245 -0.173 -0.6599
H 0.667723 0.602388 1.550600 0.145 0.265 0.027 0.3313
H -0.490097 -0.368692 1.459270 -0.263 -0.085 0.132 0.3248
```
Positions in Å, forces in eV/Å.

The HOMO energy is -11.17 eV. The value obtained for the relative energy (zero: lowest compared OMol25 entry of this formula, charge and spin) is 0.082 eV. The net charge is 0. The value obtained for the energy is -152.8719 Ha. The HOMO-LUMO gap comes out at 11.81 eV. Its spin multiplicity is 1. The SMILES is O.O.